1.
123
Properties=species:S:1:pos:R:3:mulliken_charge:R:1 method="wB97M-V/def2-TZVPD" e_above_lowest_kj_mol=585.2 total_energy_ha=-3082.7673 charge=+1 homo_lumo_gap_ev=6.78 multiplicity=1 e_lumo_ev=-4.261
C -0.480 1.280 0.431 0.13
N -0.115 0.076 1.346 0.93
C -0.758 0.202 2.567 -1.41
C -0.797 -1.210 0.755 -1.10
C 1.467 -0.097 1.376 0.25
C 1.982 -1.271 2.257 -0.28
O 3.313 -1.172 2.056 -0.47
H -1.667 1.511 0.433 -0.36
H -0.066 1.117 -0.468 0.02
H 0.008 2.258 0.718 0.06
H -0.498 -0.794 3.378 0.20
H -1.863 0.305 2.699 0.31
H -0.527 1.091 3.030 0.92
H -1.796 -0.955 0.154 -0.37
H -0.651 -1.970 1.346 1.31
H -0.264 -1.378 -0.161 0.08
H 1.866 0.816 1.816 0.60
H 1.705 -0.287 0.318 -0.63
H 1.653 -2.138 1.768 -0.06
H 2.099 -1.109 3.470 0.42
H 3.838 -1.209 2.981 0.29
C -4.832 -1.238 -1.333 -0.65
C -4.114 -0.146 -2.083 0.48
C -4.622 0.559 -3.259 0.86
O -3.907 1.382 -3.833 -0.64
C -5.937 0.256 -3.649 -1.74
C -6.793 -0.833 -2.918 0.51
C -6.172 -1.563 -1.692 0.29
O -6.767 -2.476 -1.008 -0.59
O -7.990 -1.277 -3.434 -0.53
O -2.767 0.128 -1.761 0.56
H -4.377 -1.813 -0.483 0.48
H -6.229 0.549 -4.417 1.12
H -8.345 -0.714 -4.295 0.42
H -2.383 0.635 -2.415 -0.30
C -5.535 2.199 1.378 -0.72
C -6.937 2.208 0.692 0.02
C -6.967 2.638 -0.710 0.87
O -8.028 2.574 -1.275 -0.63
C -5.752 3.120 -1.270 -0.59
C -4.473 3.091 -0.567 0.44
C -4.365 2.672 0.884 0.64
O -3.353 2.740 1.530 -0.57
O -3.194 3.495 -1.090 -0.24
O -8.014 1.596 1.216 -0.44
H -5.668 1.566 2.342 0.27
H -5.638 3.390 -2.383 0.25
H -3.268 3.723 -1.967 0.34
H -8.652 1.636 0.621 0.33
C 4.347 0.683 -1.019 -1.63
C 3.255 0.879 -2.072 0.62
C 3.531 0.500 -3.514 1.01
O 2.762 0.978 -4.394 -0.56
C 4.658 -0.355 -3.821 -1.08
C 5.725 -0.600 -2.675 0.04
C 5.597 0.009 -1.301 0.78
O 6.488 -0.261 -0.465 -0.65
O 6.833 -1.448 -2.849 -0.54
O 2.113 1.527 -1.829 -0.14
H 4.226 0.984 -0.200 1.35
H 4.740 -0.806 -4.796 0.51
H 7.222 -1.212 -2.070 0.37
H 1.795 1.775 -2.562 -0.16
C 4.499 -3.463 -0.431 -0.91
C 3.231 -3.276 -1.242 0.76
O 2.316 -2.563 -0.932 -0.27
C 3.203 -4.031 -2.649 -1.38
H 5.429 -3.185 -0.788 0.36
H 4.804 -4.531 -0.270 0.41
H 4.249 -3.100 0.606 -0.03
H 3.237 -5.005 -2.511 0.52
H 3.980 -3.675 -3.227 0.44
H 2.290 -3.756 -3.334 0.16
C 6.630 -2.111 7.495 -1.22
C 5.642 -1.979 6.387 0.85
O 5.146 -0.866 6.127 -0.58
C 5.214 -3.169 5.548 -0.81
H 6.813 -1.142 8.115 0.27
H 7.545 -2.488 7.241 0.40
H 6.198 -2.858 8.094 0.36
H 4.891 -3.863 6.371 0.31
H 6.200 -3.644 5.258 0.31
H 4.472 -3.044 4.638 0.12
C 0.284 4.939 -1.909 -0.55
C 0.818 4.624 -3.223 0.74
O 1.066 3.512 -3.606 -0.49
C 1.065 5.930 -4.017 -1.57
H -0.709 4.843 -1.715 0.21
H 0.671 6.053 -1.827 0.34
H 0.861 4.230 -1.266 0.00
H 1.329 5.392 -4.874 0.42
H 1.907 6.380 -3.647 0.47
H 0.152 6.525 -4.128 0.36
C 0.510 -5.711 1.666 -0.64
C -0.957 -5.728 1.697 0.66
O -1.581 -4.844 1.075 -0.55
C -1.779 -6.706 2.425 -1.03
H 0.819 -4.675 1.798 -0.12
H 1.170 -6.246 0.927 0.32
H 0.872 -6.114 2.511 0.51
H -2.768 -6.866 1.912 0.30
H -1.802 -6.368 3.602 0.24
H -1.268 -7.614 2.411 0.39
C -1.239 3.870 5.050 -1.18
C -0.557 5.181 4.558 0.76
O -0.546 6.204 5.242 -0.57
C -0.027 5.125 3.162 -0.85
H -0.660 3.065 5.095 0.42
H -2.051 3.672 4.307 0.16
H -1.784 4.220 5.783 0.47
H 0.086 6.112 2.717 0.43
H -0.622 4.371 2.439 -0.01
H 1.006 4.987 3.208 0.38
C -1.495 -0.051 -5.334 -1.87
C -0.577 0.030 -4.171 1.04
O -0.799 1.075 -3.495 -0.71
C 0.161 -1.056 -3.543 -0.89
H -2.179 -0.758 -5.180 0.53
H -0.923 -0.064 -6.126 0.61
H -2.195 0.817 -5.411 0.27
H 0.708 -0.869 -2.672 -0.17
H 0.770 -1.536 -4.215 0.63
H -0.390 -2.025 -3.248 0.45

***

2.
21
Properties=species:S:1:pos:R:3:mulliken_charge:R:1 method="wB97M-V/def2-TZVPD" e_above_lowest_kj_mol=484.9 total_energy_ha=-3634.3804 homo_lumo_gap_ev="6.85 / 6.85" multiplicity=1 e_lumo_ev="-0.459 / -0.459"
C 3.366 -0.617 -0.284 -0.57
C 2.528 -1.119 0.741 -0.39
C 2.761 0.176 -1.201 -0.31
C 1.202 -0.743 0.894 -0.19
C 1.478 0.595 -1.059 -0.56
C 0.678 0.125 -0.017 0.75
C -1.474 0.548 1.971 -0.76
C -4.539 -0.515 -1.776 -0.79
Si -1.136 0.705 0.091 0.58
Cl -0.200 1.748 2.717 -0.20
Br -3.085 -0.718 -0.419 0.13
H 4.386 -0.979 -0.442 0.37
H 3.002 -1.733 1.546 0.28
H 3.363 0.688 -1.996 0.27
H 0.475 -1.217 1.582 0.21
H 1.141 1.403 -1.760 0.21
H -1.116 -0.352 2.275 0.34
H -2.440 0.775 2.450 0.39
H -4.398 0.442 -2.294 0.17
H -4.420 -1.146 -2.575 0.21
H -1.570 1.932 -0.444 -0.14

***

3.
72
Properties=species:S:1:pos:R:3:mulliken_charge:R:1 method="wB97M-V/def2-TZVPD" total_energy_ha=-1471.3549 charge=-1 homo_lumo_gap_ev=3.79 multiplicity=1 e_lumo_ev=1.693
C 0.046 -4.710 1.044 -0.79
C -0.110 -3.089 1.231 -0.05
O -1.149 -2.666 2.183 -0.29
C -2.116 -1.734 1.581 0.04
C -3.735 -2.149 1.630 -0.65
C -4.935 -1.169 1.025 0.63
C -6.519 -1.667 1.173 -0.95
C -4.586 0.285 0.322 -0.64
C -2.963 0.682 0.284 -0.04
C -1.774 -0.284 0.894 0.25
C -0.238 0.283 0.816 0.36
C -0.092 1.875 1.185 -1.02
C 0.373 0.119 -0.732 -0.31
H 1.188 -4.863 0.731 0.03
H -0.565 -5.081 0.116 0.10
H 0.925 -2.699 1.680 0.02
H -0.230 -2.516 0.192 -0.02
H -4.115 -3.164 2.124 0.18
H -7.135 -0.770 1.662 0.26
H -6.993 -2.010 0.158 0.23
H -6.569 -2.567 1.951 0.28
H -5.419 1.007 -0.100 0.22
H -2.676 1.736 -0.188 -0.13
H 0.492 -0.371 1.496 0.27
H -0.709 2.482 0.385 0.15
H 1.056 2.147 1.043 0.33
H -0.407 2.085 2.292 0.31
H 0.121 1.078 -1.397 -0.15
H 1.558 0.017 -0.688 0.02
H -0.073 -0.800 -1.303 0.30
C 2.010 2.479 -3.902 -0.30
C 2.743 2.042 -2.645 0.43
N 3.351 1.680 -1.601 -0.53
H 2.479 3.376 -4.315 0.33
H 2.045 1.682 -4.650 0.30
H 0.965 2.700 -3.667 -0.25
C -2.319 3.036 -2.930 -0.68
C -1.218 4.011 -3.313 0.51
N -0.304 4.820 -3.631 -0.60
H -3.130 3.083 -3.662 0.41
H -1.922 2.018 -2.903 0.26
H -2.715 3.291 -1.943 0.19
C 3.975 -2.502 -1.481 -0.82
C 2.515 -2.727 -1.839 0.45
N 1.304 -2.914 -2.136 -0.47
H 4.050 -1.814 -0.635 0.25
H 4.443 -3.452 -1.210 0.32
H 4.506 -2.074 -2.336 0.31
C 1.490 7.462 -2.655 -0.31
C 1.133 8.665 -1.798 0.31
N 0.837 9.664 -1.087 -0.46
H 1.458 7.736 -3.714 0.26
H 2.496 7.113 -2.408 0.08
H 0.778 6.652 -2.476 0.10
C -1.290 -5.099 4.571 0.12
C -0.557 -5.535 5.829 0.25
N 0.051 -5.898 6.873 -0.52
H -0.821 -4.202 4.158 -0.06
H -1.255 -5.896 3.824 -0.16
H -2.335 -4.878 4.807 0.30
C 0.032 -9.005 3.373 -0.78
C -1.306 -8.392 2.993 0.44
N -2.415 -7.884 2.677 -0.49
H 0.090 -9.131 4.458 0.27
H 0.144 -9.982 2.895 0.32
H 0.847 -8.353 3.047 0.26
C 6.089 7.726 -1.083 -0.73
C 5.449 7.910 -2.449 0.39
N 4.919 8.063 -3.583 -0.45
H 5.612 6.894 -0.557 0.27
H 7.155 7.512 -1.196 0.28
H 5.969 8.637 -0.489 0.26

***

4.
56
Properties=species:S:1:pos:R:3:mulliken_spin:R:1 method="wB97M-V/def2-TZVPD" total_energy_ha=-2486.4801 homo_lumo_gap_ev="7.19 / 7.22" multiplicity=3 e_lumo_ev="-1.501 / -1.496"
Pd -0.455 0.398 0.364 1.45
O 0.858 -3.161 -6.930 0.00
C 1.493 -2.844 -5.780 0.00
O 2.667 -3.045 -5.671 0.00
C 0.666 -2.239 -4.683 0.00
C 1.243 -2.173 -3.418 0.00
C 0.552 -1.622 -2.355 0.00
C -0.741 -1.147 -2.553 -0.01
C -1.314 -1.171 -3.821 0.00
C -0.610 -1.719 -4.879 0.00
N -1.420 -0.602 -1.437 0.08
C -2.682 -0.697 -1.326 0.00
C -3.389 -0.061 -0.200 0.01
C -4.761 -0.172 -0.059 0.01
C -5.370 0.448 1.024 0.00
C -4.588 1.152 1.921 0.00
C -3.216 1.215 1.708 -0.01
N -2.641 0.627 0.672 0.09
H -0.094 -3.032 -6.846 0.00
H 2.247 -2.551 -3.290 0.00
H 1.001 -1.545 -1.373 0.02
H -2.283 -0.722 -3.993 0.00
H -1.065 -1.686 -5.862 0.00
H -3.286 -1.244 -2.050 0.00
H -5.337 -0.736 -0.781 0.00
H -6.441 0.379 1.163 0.00
H -5.023 1.646 2.778 0.00
H -2.553 1.747 2.379 0.00
I 4.109 -5.976 4.638 0.00
C 3.058 -4.512 3.580 0.00
C 1.740 -4.242 3.918 0.00
C 1.045 -3.277 3.208 0.00
C 1.665 -2.581 2.178 0.02
C 2.988 -2.857 1.856 0.00
C 3.690 -3.829 2.551 0.00
C 0.915 -1.538 1.414 -0.02
O 1.539 -0.758 0.649 0.07
O -0.344 -1.469 1.544 0.11
H 1.261 -4.779 4.726 0.00
H 0.013 -3.054 3.444 0.00
H 3.462 -2.296 1.062 0.00
H 4.717 -4.049 2.297 0.00
Cl 2.457 8.281 1.970 0.00
C 1.845 6.687 1.647 0.00
C 1.837 5.745 2.664 0.00
C 1.347 4.477 2.401 0.00
C 0.872 4.156 1.135 0.01
C 0.892 5.113 0.126 0.00
C 1.378 6.384 0.377 0.00
C 0.344 2.787 0.859 -0.01
O 0.315 1.935 1.791 0.10
O -0.072 2.503 -0.300 0.09
H 2.211 6.006 3.644 0.00
H 1.332 3.719 3.172 0.00
H 0.525 4.844 -0.855 0.00
H 1.400 7.137 -0.399 0.00

***

- The highest multiplicity belongs to which entry?
  C27H18ClIN2O6Pd

***

- Among the records above, which one has the highest multiplicity?
  C27H18ClIN2O6Pd

***

Repeat the second record exactly.
21
Properties=species:S:1:pos:R:3:mulliken_charge:R:1 method="wB97M-V/def2-TZVPD" e_above_lowest_kj_mol=484.9 total_energy_ha=-3634.3804 homo_lumo_gap_ev="6.85 / 6.85" multiplicity=1 e_lumo_ev="-0.459 / -0.459"
C 3.366 -0.617 -0.284 -0.57
C 2.528 -1.119 0.741 -0.39
C 2.761 0.176 -1.201 -0.31
C 1.202 -0.743 0.894 -0.19
C 1.478 0.595 -1.059 -0.56
C 0.678 0.125 -0.017 0.75
C -1.474 0.548 1.971 -0.76
C -4.539 -0.515 -1.776 -0.79
Si -1.136 0.705 0.091 0.58
Cl -0.200 1.748 2.717 -0.20
Br -3.085 -0.718 -0.419 0.13
H 4.386 -0.979 -0.442 0.37
H 3.002 -1.733 1.546 0.28
H 3.363 0.688 -1.996 0.27
H 0.475 -1.217 1.582 0.21
H 1.141 1.403 -1.760 0.21
H -1.116 -0.352 2.275 0.34
H -2.440 0.775 2.450 0.39
H -4.398 0.442 -2.294 0.17
H -4.420 -1.146 -2.575 0.21
H -1.570 1.932 -0.444 -0.14